(1)
# C20H12CoN4O6

A molecular structure, C20H12CoN4O6 (the ωB97M-V functional and the def2-TZVPD basis, the Open Molecules 2025 dataset).

Results
HOMO (alpha / beta)	-5.044 / -5.069	eV
charge	-1

Positions of all 43 atoms, in Å:
1 Co -0.316 0.036 -0.268
2 O -2.670 -3.151 0.358
3 C -1.677 -2.487 0.087
4 N -1.685 -1.234 -0.463
5 C -2.924 -0.695 -0.871
6 C -4.034 -1.411 -1.316
7 C -5.143 -0.721 -1.782
8 C -5.154 0.667 -1.801
9 C -4.056 1.386 -1.354
10 C -2.936 0.701 -0.889
11 N -1.706 1.267 -0.494
12 C -1.702 2.532 0.021
13 O -2.689 3.215 0.262
14 C -0.341 3.109 0.281
15 C -0.191 4.280 1.013
16 C 1.094 4.754 1.211
17 C 2.165 4.044 0.685
18 C 1.911 2.881 -0.025
19 N 0.677 2.436 -0.232
20 C -0.326 -3.106 0.295
21 C -0.182 -4.251 1.068
22 C 1.086 -4.789 1.191
23 C 2.148 -4.172 0.545
24 C 1.901 -3.032 -0.205
25 N 0.681 -2.522 -0.332
26 H -4.027 -2.487 -1.292
27 H -6.005 -1.276 -2.128
28 H -6.025 1.199 -2.162
29 H -4.067 2.463 -1.359
30 H -1.069 4.769 1.407
31 H 1.263 5.658 1.783
32 H 3.185 4.373 0.832
33 H 2.711 2.268 -0.426
34 H -1.053 -4.672 1.549
35 H 1.250 -5.675 1.792
36 H 3.157 -4.554 0.626
37 H 2.697 -2.491 -0.704
38 O 1.438 0.144 3.104
39 C 1.152 0.118 1.935
40 O -0.098 0.072 1.514
41 C 2.197 0.126 0.778
42 O 3.392 0.155 0.995
43 O 1.645 0.079 -0.388

Here are the natural (NBO) charges for atoms 1 to 4, given in e: Co 1.41; O -0.63; C 0.64; N -0.62


(2)
# C48H60Cl2N9O4P2Sr

A molecular structure, C48H60Cl2N9O4P2Sr (the ωB97M-V functional and the def2-TZVPD basis, the Open Molecules 2025 dataset).

Results
HOMO	-3.875	eV
charge	-1

Positions of all 126 atoms, in Å:
1 Sr 0.431 -0.095 -0.382
2 Cl 2.396 -5.157 -5.264
3 C 2.433 -4.091 -3.889
4 C 1.453 -3.124 -3.761
5 C 1.444 -2.217 -2.698
6 N 0.518 -1.178 -2.659
7 C -0.714 -1.368 -3.115
8 O -1.357 -2.437 -3.223
9 C -1.378 -0.088 -3.552
10 C -2.336 -0.136 -4.565
11 C -2.900 1.046 -5.006
12 C -2.500 2.236 -4.410
13 C -1.552 2.179 -3.401
14 N -0.998 1.049 -2.980
15 C 2.488 -2.278 -1.738
16 C 3.450 -3.287 -1.876
17 C 3.426 -4.184 -2.927
18 Cl 4.642 -5.425 -3.015
19 N 2.437 -1.461 -0.622
20 C 3.563 -1.149 0.037
21 O 4.721 -1.133 -0.393
22 C 3.341 -0.902 1.513
23 C 4.450 -0.925 2.356
24 C 4.251 -0.901 3.723
25 C 2.952 -0.826 4.205
26 C 1.913 -0.766 3.290
27 N 2.096 -0.823 1.974
28 H 0.671 -3.061 -4.504
29 H -2.609 -1.099 -4.973
30 H -3.637 1.042 -5.799
31 H -2.918 3.187 -4.712
32 H -1.211 3.078 -2.895
33 H 4.235 -3.364 -1.138
34 H 5.432 -0.979 1.907
35 H 5.095 -0.939 4.402
36 H 2.746 -0.798 5.267
37 H 0.883 -0.690 3.618
38 C -3.960 3.700 1.293
39 C -3.206 3.375 0.003
40 C -2.106 4.419 -0.182
41 P -2.455 1.635 -0.130
42 C -4.030 0.757 -0.722
43 C -3.770 -0.715 -1.061
44 C -5.381 0.863 -0.011
45 C -2.080 1.427 1.644
46 C -2.984 1.028 2.616
47 C -2.750 1.244 3.968
48 C -1.640 2.002 4.316
49 C -0.703 2.370 3.369
50 C -0.788 1.946 2.017
51 N 0.177 2.043 1.066
52 C 1.512 2.277 1.303
53 C 2.193 2.182 2.537
54 C 3.564 2.320 2.628
55 C 4.346 2.524 1.498
56 C 3.711 2.649 0.275
57 C 2.327 2.583 0.169
58 P 1.408 3.035 -1.342
59 C 1.544 4.925 -1.160
60 C 1.196 5.333 0.276
61 C 2.877 5.564 -1.545
62 C 2.635 2.752 -2.723
63 C 2.984 1.268 -2.830
64 C 1.980 3.235 -4.019
65 H -4.467 4.665 1.184
66 H -3.260 3.776 2.127
67 H -4.701 2.953 1.564
68 H -3.896 3.435 -0.848
69 H -1.467 4.420 0.702
70 H -2.534 5.421 -0.292
71 H -1.481 4.199 -1.049
72 H -4.136 1.296 -1.672
73 H -4.127 -1.359 -0.253
74 H -2.715 -0.915 -1.227
75 H -4.302 -1.007 -1.969
76 H -5.354 0.425 0.986
77 H -6.125 0.307 -0.590
78 H -5.731 1.891 0.067
79 H -3.910 0.557 2.317
80 H -3.452 0.897 4.717
81 H -1.504 2.321 5.344
82 H 0.118 3.003 3.676
83 H 1.652 1.938 3.435
84 H 4.037 2.229 3.598
85 H 5.424 2.585 1.567
86 H 4.314 2.821 -0.609
87 H 0.767 5.322 -1.824
88 H 2.046 5.145 0.935
89 H 0.353 4.763 0.661
90 H 0.955 6.398 0.322
91 H 3.700 5.110 -0.989
92 H 2.850 6.627 -1.286
93 H 3.085 5.487 -2.613
94 H 3.547 3.327 -2.544
95 H 2.079 0.677 -3.001
96 H 3.473 0.894 -1.929
97 H 3.663 1.094 -3.670
98 H 1.105 2.618 -4.233
99 H 2.673 3.149 -4.860
100 H 1.655 4.277 -3.955
101 N -0.656 -2.654 -0.399
102 C -1.571 -2.822 0.717
103 C -2.183 -4.235 0.844
104 C -1.306 -5.417 0.398
105 C -0.077 -5.720 1.267
106 N -0.371 -5.659 2.680
107 C -0.890 -6.633 3.316
108 N -1.111 -6.518 4.673
109 N -1.268 -7.840 2.772
110 C -0.905 -2.125 1.915
111 O -0.715 -2.741 3.063
112 O -0.613 -0.956 1.775
113 H -1.093 -2.850 -1.303
114 H 0.162 -3.248 -0.313
115 H -2.406 -2.142 0.545
116 H -3.049 -4.240 0.177
117 H -2.565 -4.388 1.857
118 H -0.973 -5.235 -0.626
119 H -1.942 -6.306 0.370
120 H 0.708 -4.985 1.075
121 H 0.334 -6.697 0.980
122 H -0.715 -3.761 3.036
123 H -0.978 -5.586 5.031
124 H -1.920 -6.991 5.040
125 H -0.883 -8.053 1.867
126 H -1.307 -8.622 3.403

Here are the Löwdin charges for atoms 1 to 4, given in e: Sr 1.36; Cl 0.61; C -0.70; C -0.05